Entry 1:
Molecular formula: C18H36F6N8OS2SbSc
Method: DFT, the ωB97M-V functional and the def2-TZVPD basis

The geometry in XYZ format:
```
73
Properties=species:S:1:pos:R:3:forces:R:3
Sc 0.23080 -0.48170 0.13230 0.074 0.285 -1.433
N -1.91300 0.28310 -0.46000 -0.292 -0.032 0.274
C -2.52500 -0.64670 -1.43900 -0.177 -0.413 -0.465
C -1.71320 -0.81040 -2.74170 -0.340 0.125 0.149
N -0.25080 -0.70630 -2.60120 0.445 0.103 1.259
C 0.28700 0.45900 -3.30930 -0.204 0.408 -0.206
C -0.12750 1.79350 -2.69490 0.168 -0.351 -0.176
N 0.36170 1.88120 -1.30150 0.199 0.036 0.050
C 0.44990 -1.93500 -2.98850 -0.024 -0.601 -0.062
C 0.43430 -2.98340 -1.87860 -0.161 0.167 -0.596
N 1.21430 -2.49310 -0.71830 0.157 -0.073 0.267
H -2.46900 0.18600 0.39630 0.103 0.049 -0.180
H -2.08820 1.23200 -0.79550 0.311 -0.225 0.209
H -3.53040 -0.31200 -1.71560 0.086 -0.039 0.080
H -2.64220 -1.61170 -0.95040 0.084 0.184 -0.059
H -2.04100 -0.06160 -3.46920 -0.016 -0.121 -0.015
H -1.97670 -1.79230 -3.14740 0.012 0.158 -0.061
H -0.02760 0.45600 -4.36340 0.082 -0.043 0.075
H 1.37690 0.40590 -3.29660 0.015 -0.048 0.003
H -1.21330 1.90200 -2.70220 0.000 0.019 -0.013
H 0.28490 2.59270 -3.32360 -0.162 -0.086 0.110
H -0.04580 2.71270 -0.87690 0.108 -0.148 0.019
H 1.36120 2.07740 -1.34870 -0.116 -0.074 0.095
H 1.48830 -1.69200 -3.23470 -0.080 0.022 0.013
H 0.00670 -2.37900 -3.89010 0.083 0.110 0.027
H 0.84830 -3.91910 -2.27310 -0.099 0.117 0.156
H -0.58990 -3.17980 -1.55250 0.128 -0.026 -0.021
H 2.20740 -2.57030 -0.96250 -0.296 0.256 0.177
H 1.07800 -3.18840 0.02290 0.004 0.218 -0.042
C 5.08550 2.44170 1.04180 0.546 0.614 0.272
N 4.21030 1.50680 0.38510 -0.462 -0.286 -0.094
C 4.46560 0.83890 -0.77280 -0.136 -0.343 -0.338
C 3.36260 0.07620 -1.02460 0.139 0.001 -0.221
N 2.42250 0.27170 -0.04200 0.265 0.260 0.367
C 2.98630 1.14820 0.78580 -0.470 -0.239 0.106
H 6.11110 2.07110 1.02660 -0.138 -0.034 0.045
H 4.77030 2.56960 2.07700 0.048 -0.028 -0.086
H 5.06550 3.40860 0.53390 -0.028 -0.101 0.055
H 5.38800 0.94650 -1.30990 0.138 -0.009 -0.049
H 3.20630 -0.59710 -1.84540 -0.014 -0.073 -0.117
H 2.51900 1.53210 1.67360 0.075 0.031 0.135
C -1.03750 -1.06230 4.03460 0.149 -0.222 -0.254
S 0.43230 -1.70560 3.19070 0.030 0.490 1.205
C 1.62250 -1.32810 4.51810 -0.226 -0.199 -0.438
O 0.73510 -0.63060 2.12830 0.342 0.484 -0.229
H -0.83730 -0.09540 4.48400 0.200 0.077 0.003
H -1.32630 -1.77980 4.79430 0.002 -0.166 0.118
H -1.84370 -0.98320 3.31080 0.004 -0.136 -0.147
H 1.45050 -2.04440 5.31420 -0.076 -0.172 0.114
H 1.49680 -0.32050 4.90170 -0.158 0.117 -0.094
H 2.62880 -1.46140 4.13690 0.067 -0.106 -0.164
F -0.96570 -1.95980 0.67990 -0.354 -0.520 0.294
Sb -2.26910 -3.80260 1.30840 0.854 1.262 -0.874
F -3.24590 -2.17690 1.67610 0.455 -1.300 -0.146
F -2.69810 -3.70090 -0.55400 0.118 -0.057 1.157
F -3.53880 -5.08960 1.67990 0.454 0.203 -0.049
F -0.57330 -4.52910 0.73930 -1.280 0.216 0.530
F -1.51900 -3.73540 3.05980 -0.574 -0.017 -0.886
N -0.23860 5.91830 5.16750 -0.092 0.225 -0.756
C -0.26550 5.85030 3.85130 0.026 -0.477 1.229
S -0.07600 7.17980 2.86520 0.006 0.432 -0.366
C -0.39870 4.53330 3.18460 -0.040 -0.578 -0.338
C -1.19950 4.37660 2.05510 0.113 0.249 0.134
C -1.23960 3.14310 1.42360 -0.042 0.004 -0.033
N -0.52060 2.08860 1.80360 -0.152 0.130 -0.012
C 0.20760 2.23490 2.90520 0.192 -0.047 0.280
C 0.29670 3.41100 3.63420 -0.044 0.309 0.019
H -0.14080 6.81430 5.63110 0.060 -0.060 0.140
H -0.40900 5.11110 5.75320 -0.067 -0.035 -0.071
H -1.78360 5.19840 1.67760 -0.210 0.085 -0.100
H -1.89300 3.01150 0.57210 -0.010 0.032 -0.100
H 0.75870 1.35730 3.21570 0.040 0.029 0.027
H 0.92460 3.45340 4.50940 0.159 -0.021 0.101
```
Forces are in eV/Å.

2S+1: 2
Gap between HOMO and LUMO (alpha / beta), eV: 7.376 / 4.959
ΔE to the lowest compared entry with this formula, charge and spin, eV: 0.914
HOMO (alpha / beta), eV: -16.9 / -16.9
⟨S²⟩: 0.754
Net charge: +3

***

Entry 2:
Molecular formula: C18H36KO4
Method: DFT, the ωB97M-V functional and the def2-TZVPD basis

The geometry in XYZ format:
```
59
Properties=species:S:1:pos:R:3:forces:R:3
C 4.75276 -3.68610 -0.22527 -0.115 0.012 0.012
C 4.47363 -2.29740 -0.80814 0.114 0.013 -0.041
C 5.75290 -1.49100 -1.05603 0.032 -0.123 0.003
C 6.35687 -0.91904 0.23043 -0.195 -0.114 0.052
C 5.74536 0.40734 0.70295 0.053 0.048 0.049
C 5.56020 1.47476 -0.38781 0.033 0.087 0.088
C 4.10555 1.62964 -0.83025 0.027 -0.033 -0.011
C 3.22561 2.33581 0.21600 0.064 -0.042 0.083
C 1.95735 1.56343 0.56672 -0.043 0.041 0.042
C 0.93563 2.40736 1.31987 0.114 -0.014 0.063
C -0.39030 1.70861 1.50621 -0.079 -0.174 0.122
O -0.97989 1.45091 0.19485 0.059 0.325 -0.102
C -2.11855 2.08126 -0.07187 0.172 -0.627 0.672
O -2.32344 2.79621 -0.98620 -0.132 0.355 -0.652
O -3.13883 1.77192 0.85294 -0.089 0.079 0.041
O -3.66374 0.52687 0.35374 0.115 0.036 -0.012
C -4.77248 0.81842 -0.51171 -0.031 0.007 0.093
C -6.09717 0.34848 0.08164 -0.036 0.014 0.046
C -7.23553 1.01062 -0.70624 0.056 -0.114 -0.077
C -6.28276 -1.18187 0.18701 0.070 0.025 0.004
C -5.45182 -1.78623 1.32685 -0.095 -0.086 -0.073
C -6.05872 -1.91889 -1.14673 -0.102 0.245 0.039
H 5.62858 -3.68347 0.42559 -0.023 0.008 0.012
H 4.93142 -4.40970 -1.02204 0.104 0.013 0.021
H 3.91186 -4.05470 0.36414 -0.011 -0.021 -0.023
H 3.94504 -2.41488 -1.75725 -0.120 0.050 0.060
H 3.81536 -1.73062 -0.14167 -0.003 0.000 -0.020
H 5.54717 -0.69341 -1.77306 0.056 -0.007 0.018
H 6.48704 -2.14579 -1.53475 -0.027 -0.008 -0.033
H 7.43993 -0.81629 0.13918 -0.018 0.115 -0.150
H 6.19744 -1.65715 1.02353 0.162 0.029 0.047
H 6.38439 0.81167 1.49061 -0.007 -0.092 0.058
H 4.78275 0.20415 1.18593 -0.035 0.063 -0.063
H 6.18747 1.25029 -1.25391 0.037 -0.031 0.048
H 5.91154 2.43911 -0.01021 -0.020 0.020 -0.056
H 3.68565 0.63757 -1.02848 0.050 0.018 -0.086
H 4.07280 2.18444 -1.77008 -0.065 -0.052 -0.034
H 2.94953 3.33165 -0.14013 0.015 -0.002 -0.020
H 3.81120 2.49304 1.12748 -0.057 0.038 0.025
H 1.50071 1.17380 -0.34654 0.001 0.021 -0.011
H 2.22259 0.70350 1.19294 -0.013 -0.091 -0.137
H 1.32135 2.63889 2.31832 -0.029 0.078 -0.013
H 0.78573 3.36052 0.80533 -0.076 -0.019 0.006
H -0.26464 0.74230 1.99470 -0.003 -0.049 -0.063
H -1.08489 2.29611 2.10577 -0.003 0.024 -0.031
H -4.80851 1.89257 -0.67961 0.016 0.023 0.032
H -4.54646 0.35847 -1.47809 -0.044 0.005 0.003
H -6.10591 0.72616 1.10833 -0.102 0.000 -0.001
H -8.15614 0.42915 -0.64058 -0.026 0.073 0.055
H -7.43640 2.01061 -0.32601 0.008 0.026 -0.056
H -6.98475 1.10749 -1.76607 -0.024 -0.035 -0.007
H -7.33202 -1.33207 0.45351 0.001 -0.012 0.006
H -5.41995 -2.88225 1.25834 0.006 0.019 0.015
H -5.91990 -1.56963 2.28663 0.107 0.127 0.029
H -4.43315 -1.40576 1.34677 0.045 -0.061 -0.022
H -5.35770 -1.41774 -1.81521 -0.018 0.004 0.013
H -6.99390 -2.07208 -1.69274 0.034 0.106 -0.055
H -5.64123 -2.89510 -0.93872 -0.316 2.174 0.485
K -5.38664 -4.66196 -1.32088 0.407 -2.513 -0.496
```
Forces are in eV/Å.

Gap between HOMO and LUMO, eV: 7.930
ΔE to the lowest compared entry with this formula, charge and spin, eV: 0.000
HOMO, eV: -12.0
Net charge: +1

***

Entry 3:
Molecular formula: C18H36N2O4V
Method: DFT, the ωB97M-V functional and the def2-TZVPD basis

The geometry in XYZ format:
```
61
Properties=species:S:1:pos:R:3:forces:R:3
O 4.95093 30.23397 3.43261 0.377 -0.134 0.644
V 5.59160 28.79132 3.57535 -0.708 -2.065 -3.477
O 5.79747 28.39801 5.08982 0.218 0.408 0.189
C 8.27037 30.16214 4.31185 -1.411 1.782 0.623
C 9.13055 29.27148 3.44298 0.568 0.741 1.403
C 10.06719 28.60661 4.44957 1.936 -1.166 0.969
C 10.97224 27.49645 3.88744 -3.475 0.441 -1.111
C 9.88266 26.46795 3.33600 2.308 1.077 1.208
C 8.87124 26.97065 2.31564 -0.575 -0.782 0.220
N 8.29417 28.31068 2.74274 -0.262 -1.607 -0.424
O 7.20098 28.85032 1.90348 0.115 -0.831 2.828
C 7.72357 25.80691 2.42898 0.890 2.301 -1.411
C 9.64433 26.88293 0.95558 -0.433 0.674 -0.270
C 10.00644 30.25789 2.58575 -1.694 -0.592 -1.352
H 8.77860 31.08317 4.59736 0.388 0.176 -0.373
H 7.84742 29.89909 5.28139 0.465 -1.353 -0.004
H 7.36360 30.51061 3.81744 0.160 0.208 -0.631
H 9.66476 28.11527 5.33543 -1.137 0.413 -0.056
H 10.74997 29.35125 4.85873 -0.239 0.580 0.009
H 11.49843 26.95799 4.67567 0.653 0.466 -0.332
H 11.47500 28.02839 3.07974 1.008 -0.915 -0.007
H 9.36472 26.11470 4.22765 -0.013 -0.160 0.036
H 10.54757 25.69038 2.95998 -0.791 -0.607 -0.424
H 8.15926 24.83148 2.21262 0.081 0.028 0.155
H 7.01704 26.06236 1.63924 -0.379 -0.269 0.154
H 7.23288 25.84683 3.40146 0.124 0.009 -0.055
H 10.05529 25.88577 0.79787 -0.290 -0.187 0.069
H 10.51269 27.54036 0.91282 0.145 0.194 0.521
H 9.10860 27.18468 0.05556 -0.585 -0.172 0.170
H 9.26613 30.74563 1.95159 -0.145 -0.137 -0.508
H 10.62930 29.66226 1.91840 0.440 0.372 0.058
H 10.46753 31.14231 3.02539 0.483 -0.675 0.706
C 2.37583 28.09050 5.00008 0.894 0.053 1.651
C 1.90400 27.98255 3.56887 -0.888 0.937 0.596
C 0.93651 29.27222 3.38352 0.729 -1.956 -2.063
C 0.50757 29.33766 1.84175 0.539 1.237 2.206
C 1.70397 29.40420 0.88391 -0.458 -1.512 1.669
C 2.74924 28.24599 1.14240 1.120 0.347 0.803
N 3.06892 28.05201 2.69240 0.748 0.930 -2.175
O 4.12176 26.99406 2.93130 -0.425 3.138 -0.040
C 4.04719 28.81163 0.39239 -0.826 -2.304 1.255
C 2.22061 26.89712 0.58376 -0.089 1.291 -0.700
C 1.06390 26.71145 3.43780 -0.611 -1.167 0.304
H 1.60750 28.27982 5.74971 -0.780 -0.261 -0.343
H 3.04117 28.92491 5.22183 0.263 0.216 -0.740
H 2.92561 27.23320 5.38853 0.009 -0.312 -0.421
H 1.37722 30.16683 3.82344 0.244 0.023 -0.401
H 0.00144 29.05997 3.90188 0.111 -0.068 0.381
H 0.00781 30.30328 1.76476 -0.577 -0.074 -0.280
H -0.23208 28.53817 1.79880 0.189 -0.047 -0.901
H 2.12817 30.39236 1.06194 0.473 -0.138 -0.073
H 1.35095 29.37115 -0.14681 0.185 -0.155 -0.160
H 4.61152 29.45257 1.06977 -0.358 0.572 -0.417
H 3.71797 29.21183 -0.56654 0.273 0.395 0.152
H 4.71520 27.96960 0.21114 0.110 -0.056 -0.194
H 2.09688 26.96355 -0.49716 0.164 0.206 -0.351
H 1.19572 26.80268 0.94262 0.259 -0.623 0.180
H 2.87975 26.04389 0.74388 -0.169 0.143 0.602
H 1.65829 25.82720 3.20781 0.382 0.208 -0.205
H 0.22953 26.71024 2.73645 0.194 0.371 -0.332
H 0.56777 26.41893 4.36321 0.069 0.384 0.471
```
Forces are in eV/Å.

Gap between HOMO and LUMO, eV: 7.036
ΔE to the lowest compared entry with this formula, charge and spin, eV: 2.354
HOMO, eV: -4.0
Net charge: -1

***

Entry 4:
Molecular formula: C18H36N3O3S3
Method: DFT, the ωB97M-V functional and the def2-TZVPD basis

The geometry in XYZ format:
```
63
Properties=species:S:1:pos:R:3:forces:R:3
C 3.28915 4.08282 0.54462 -0.053 -0.046 0.008
C 4.33998 3.30161 1.33306 -0.158 -0.048 -0.179
C 4.38729 1.78583 1.09009 0.180 0.047 0.074
C 4.48158 1.34812 -0.38201 0.211 -0.018 -0.331
N 3.41683 0.42379 -0.82979 -0.403 -0.286 0.375
C 2.05474 0.88638 -0.59470 -0.064 0.140 0.063
C 1.06125 0.19358 -1.54822 -0.065 0.102 0.238
C -0.14627 -0.42205 -0.81512 -0.094 -0.101 -0.297
C -1.46187 -0.15664 -1.55934 0.225 0.009 -0.162
S -2.83883 -0.30870 -0.43269 -0.220 -0.114 0.371
C -4.27674 -0.08221 -1.48624 -0.177 0.087 -0.289
C -5.50248 0.54275 -0.80797 0.011 -0.122 0.113
N -6.31571 -0.47100 -0.13577 0.026 0.350 -0.093
C -5.86376 -0.69316 1.26056 -0.052 -0.188 0.045
C -6.32655 -2.03175 1.82623 -0.074 -0.003 -0.114
C -7.70179 -0.01562 -0.09958 0.081 -0.300 0.076
C -8.74820 -1.06405 -0.34928 0.017 -0.006 0.198
O -7.95045 1.13828 0.11071 -0.096 0.156 -0.181
O -2.75681 0.98442 0.48674 0.167 -0.539 0.197
N -2.62426 2.39464 -0.29659 0.075 0.531 -0.357
O -2.27593 3.16001 0.43597 -0.092 0.014 0.075
C 3.63401 -0.91016 -0.46356 0.207 0.099 -0.146
S 2.83333 -1.71664 0.71161 -0.124 -0.060 -0.024
S 4.81432 -1.61098 -1.55171 0.260 0.171 0.182
C 5.68597 -2.80130 -0.51448 0.046 -0.361 -0.099
C 6.89111 -2.20398 0.21137 0.171 -0.149 -0.104
C 7.34868 -3.07591 1.39060 -0.032 -0.005 0.006
H 3.24127 3.78438 -0.50392 0.050 0.034 0.001
H 3.51634 5.14805 0.55182 -0.041 0.028 0.077
H 2.29320 3.95344 0.97453 -0.017 -0.035 -0.025
H 5.32721 3.71741 1.12130 0.000 0.018 0.012
H 4.14171 3.45418 2.39506 0.218 0.076 0.045
H 5.28587 1.42201 1.59249 -0.087 -0.088 0.114
H 3.55589 1.28710 1.59382 -0.074 0.015 -0.122
H 5.41832 0.81993 -0.54804 0.004 0.053 -0.054
H 4.49251 2.19714 -1.06694 -0.089 0.045 0.064
H 1.74299 0.71591 0.44044 0.092 -0.019 0.021
H 2.04369 1.96477 -0.74480 0.066 -0.004 -0.120
H 0.71254 0.92690 -2.27942 0.043 -0.052 -0.082
H 1.58916 -0.58353 -2.09907 -0.047 0.026 -0.073
H -0.02017 -1.50208 -0.74248 0.049 0.029 0.237
H -0.21272 -0.03031 0.20210 0.030 0.029 -0.011
H -1.65662 -0.89662 -2.34069 -0.005 -0.009 0.013
H -1.48837 0.82887 -2.02708 -0.125 0.029 0.047
H -3.97838 0.49401 -2.36249 0.094 0.100 0.085
H -4.53440 -1.09228 -1.81246 0.054 -0.021 0.010
H -5.22583 1.37238 -0.14929 0.018 0.027 -0.024
H -6.08675 0.97627 -1.61773 -0.036 0.025 0.010
H -6.20971 0.13629 1.88899 0.119 0.032 0.015
H -4.77420 -0.65051 1.27171 0.009 -0.063 -0.073
H -7.28667 -1.94759 2.33302 -0.025 -0.017 -0.004
H -6.43318 -2.75758 1.02042 0.069 -0.038 0.020
H -5.60204 -2.42481 2.53736 -0.047 0.055 0.080
H -9.29975 -0.78444 -1.24759 0.002 0.005 -0.009
H -8.31892 -2.05192 -0.47836 0.015 -0.004 -0.001
H -9.45898 -1.06489 0.47760 -0.021 0.015 -0.036
H 4.98166 -3.26763 0.17203 -0.145 0.176 0.016
H 6.00718 -3.59120 -1.19622 0.006 0.005 -0.008
H 7.70871 -2.13771 -0.50838 -0.005 0.222 -0.004
H 6.68194 -1.18054 0.52861 -0.158 -0.075 0.102
H 6.56446 -3.76486 1.70702 -0.040 0.046 0.043
H 8.21639 -3.67845 1.12755 0.004 -0.031 -0.002
H 7.61700 -2.47017 2.25457 0.047 0.008 -0.009
```
Forces are in eV/Å.

Gap between HOMO and LUMO, eV: 5.666
HOMO, eV: -10.7
Net charge: +1